<i>
C4H4ClFN2 | wB97M-V/def2-TZVPD

Computed properties:
- Molecular weight: 134.54 u
- SMILES string: FCc1[nH]ncc1Cl
- LUMO: 0.79 eV
- E_HOMO: -8.9 eV
- Orbital gap: 9.68 eV

The geometry in XYZ format:
```
12
Properties=species:S:1:pos:R:3:mulliken_charge:R:1
Cl 2.44 -1.09 -0.06 -0.237
F -2.29 -0.83 0.08 -0.314
N -0.64 0.94 -0.19 0.287
N 0.20 2.06 -0.04 -0.780
C 1.20 0.06 0.03 0.380
C -0.11 -0.17 -0.05 -0.020
C -1.01 -1.35 0.04 -0.172
C 1.40 1.44 0.21 -0.389
H 2.31 1.98 0.27 0.438
H -1.69 1.06 -0.46 0.317
H -0.97 -2.11 -0.78 0.251
H -0.83 -1.98 0.95 0.239
```

---

<ii>
C4H4ClFN2 | wB97M-V/def2-TZVPD

Computed properties:
- Molecular weight: 134.54 u
- SMILES string: Cn1cc(F)c(Cl)n1
- LUMO: 0.77 eV
- E_HOMO: -9.2 eV
- Orbital gap: 10.00 eV

The geometry in XYZ format:
```
12
Properties=species:S:1:pos:R:3:mulliken_charge:R:1
Cl -1.87 -2.65 1.08 -0.167
F 0.85 -2.86 -0.56 -0.292
N -1.11 -0.14 0.51 -0.831
N -0.01 0.48 0.04 0.629
C -0.85 -1.44 0.43 0.320
C 0.34 -1.66 -0.29 0.257
C 0.87 -0.42 -0.50 -0.364
C -0.01 1.90 0.02 -0.743
H 0.88 2.26 -0.47 0.312
H 1.84 -0.06 -0.87 0.349
H -0.96 2.29 -0.44 0.266
H 0.02 2.28 1.06 0.264
```

---

Relative energies, unit kcal/mol: <i> 13.1; <ii> 0.0

---

<i>
C15H18O | wB97M-V/def2-TZVPD

Computed properties:
- Molecular weight: 214.31 u
- SMILES string: CCc1ccc(O)cc1.Cc1ccccc1
- LUMO: 0.88 eV
- E_HOMO: -8.3 eV
- Orbital gap: 9.17 eV

The geometry in XYZ format:
```
34
Properties=species:S:1:pos:R:3:mulliken_charge:R:1
O -6.36 1.16 0.87 -0.540
C -5.17 0.71 0.38 0.968
C 3.98 -0.84 0.01 -0.335
C -2.60 -0.09 -0.34 0.141
C -1.23 -0.50 -0.83 -0.357
C 4.63 0.37 0.24 0.778
C 6.00 0.66 -0.29 -1.381
C -3.52 -1.01 0.15 -0.385
C 4.01 1.29 1.08 -0.271
C -4.80 -0.63 0.50 -0.667
C -4.32 1.63 -0.20 -0.691
C 2.13 -0.17 1.38 -0.421
C -1.27 -1.52 -1.99 -1.202
C 2.75 -1.12 0.58 -0.548
C -3.04 1.23 -0.53 -0.403
C 2.78 1.02 1.66 -0.645
H 4.51 2.19 1.40 0.334
H 2.25 -2.05 0.36 0.368
H -0.62 0.36 -1.08 0.492
H -4.69 2.62 -0.41 0.395
H 6.06 1.67 -0.69 0.344
H 1.17 -0.44 1.81 0.443
H -0.72 -0.92 0.04 0.001
H -0.89 -1.03 -2.89 0.309
H 2.31 1.72 2.32 0.377
H -6.86 0.40 1.24 0.285
H 6.27 -0.05 -1.07 0.369
H -5.54 -1.30 0.91 0.249
H -2.30 -1.85 -2.16 0.386
H 6.75 0.57 0.49 0.292
H 4.56 -1.58 -0.55 0.296
H -3.20 -2.02 0.34 0.409
H -0.70 -2.42 -1.79 0.298
H -2.33 1.93 -0.95 0.311
```

---

<ii>
C15H18O | wB97M-V/def2-TZVPD

Computed properties:
- Molecular weight: 214.31 u
- SMILES string: CCc1ccc(O)cc1.Cc1ccccc1
- LUMO: 0.79 eV
- E_HOMO: -8.4 eV
- Orbital gap: 9.17 eV

The geometry in XYZ format:
```
34
Properties=species:S:1:pos:R:3:mulliken_charge:R:1
O 0.47 -3.38 -1.84 -0.535
C 0.13 -2.90 -0.65 0.829
C 0.34 1.75 -1.29 0.693
C -0.38 0.47 -1.62 -0.594
C -1.55 -2.23 0.79 -0.076
C 1.30 4.40 -0.90 -0.456
C 0.67 -1.75 1.43 -0.598
C -1.04 -1.15 3.06 -1.025
C -1.79 0.17 3.19 -0.940
C 1.39 3.38 0.12 -0.232
C 0.20 2.74 -2.34 -0.577
C 0.63 4.05 -2.09 -0.381
C -1.22 -2.98 -0.29 -0.731
C 1.09 -2.36 0.23 -0.545
C -0.68 -1.72 1.70 0.476
C 0.87 2.10 -0.03 -0.162
H 1.32 -1.36 2.34 0.130
H 1.86 3.76 1.12 0.239
H -2.63 -0.23 3.66 0.331
H -1.92 -3.61 -1.00 0.236
H 1.38 -3.38 -1.98 0.295
H -0.13 -1.18 3.67 0.449
H 2.17 -2.44 0.11 0.318
H -1.09 0.63 -2.52 0.329
H 1.97 5.36 -1.02 0.239
H -2.06 0.48 2.11 0.257
H 0.80 4.69 -2.96 0.284
H 1.02 1.21 0.65 0.213
H -1.04 0.07 -0.83 -0.019
H 0.49 -0.21 -1.66 0.135
H -1.58 -1.95 3.63 0.386
H -2.57 -2.05 0.93 0.458
H -0.35 2.41 -3.20 0.322
H -1.23 0.90 3.85 0.252
```

---

Relative energies, unit kcal/mol: <i> 0.0; <ii> 62.5

---

<i>
C15H18O | wB97M-V/def2-TZVPD

Computed properties:
- Molecular weight: 214.31 u
- SMILES string: CCc1ccc(O)cc1.Cc1ccccc1
- LUMO: 0.79 eV
- E_HOMO: -8.1 eV
- Orbital gap: 8.92 eV

The geometry in XYZ format:
```
34
Properties=species:S:1:pos:R:3:mulliken_charge:R:1
O -3.81 -0.70 -2.79 -0.531
C -1.02 0.31 -0.59 -0.391
C 2.97 -0.84 -1.06 -0.655
C -3.82 0.15 -0.64 -0.566
C 3.25 0.18 1.12 -0.409
C 3.29 0.27 -0.28 1.213
C 2.82 -0.94 1.80 -0.663
C -3.04 -0.34 -1.72 0.720
C -1.76 0.67 0.54 0.061
C 2.49 -1.90 -0.35 -0.258
C -0.86 1.12 1.69 0.311
C -1.53 1.27 3.03 -1.487
C -1.67 -0.16 -1.74 -0.618
C 3.73 1.56 -0.85 -1.453
C -3.14 0.55 0.48 -0.455
C 2.29 -2.05 1.03 -0.523
H 2.21 -2.95 -0.68 0.190
H 4.55 1.49 -1.55 0.370
H 4.09 2.32 -0.15 0.369
H -3.25 -0.92 -3.56 0.309
H -0.75 1.12 3.79 0.348
H 0.04 0.49 -0.55 0.337
H 2.83 -1.10 2.86 0.406
H -1.97 2.27 3.24 0.334
H 1.79 -2.90 1.44 0.490
H -4.88 0.31 -0.77 0.398
H -1.08 -0.09 -2.70 0.202
H -3.60 0.98 1.37 0.309
H -2.37 0.63 3.30 0.390
H -0.48 2.09 1.41 0.310
H 3.69 1.04 1.65 0.232
H 3.21 -0.64 -2.09 0.440
H -0.08 0.35 1.67 0.027
H 2.85 2.10 -1.30 0.247
```

---

<ii>
C15H18O | wB97M-V/def2-TZVPD

Computed properties:
- Molecular weight: 214.31 u
- SMILES string: CCc1ccc(O)cc1.Cc1ccccc1
- LUMO: 0.79 eV
- E_HOMO: -8.5 eV
- Orbital gap: 9.26 eV

The geometry in XYZ format:
```
34
Properties=species:S:1:pos:R:3:mulliken_charge:R:1
O -1.80 5.39 -0.32 -0.553
C 2.03 -0.21 0.57 -0.691
C 2.62 -2.82 1.33 1.050
C -2.43 1.83 0.11 -0.609
C 2.64 -0.46 1.82 -0.260
C 1.91 -2.64 0.16 -0.739
C -1.81 4.09 -0.63 0.057
C 3.17 -4.18 1.71 -1.334
C -2.39 3.20 0.28 -0.256
C -1.80 1.36 -1.05 0.781
C -1.37 3.59 -1.86 -0.360
C 2.88 -1.78 2.18 -0.566
C 1.62 -1.32 -0.18 -0.220
C -1.60 -0.17 -1.18 -0.373
C -2.84 -1.11 -1.06 -1.262
C -1.37 2.20 -2.05 -0.613
H -1.00 5.90 -0.24 0.332
H 2.05 0.87 0.45 0.365
H -2.68 -2.20 -1.03 0.365
H -1.11 1.86 -3.03 0.343
H -3.47 -0.91 -1.99 0.288
H 2.91 -4.94 0.94 0.329
H 4.31 -4.19 1.74 0.278
H -0.88 -0.45 -0.42 0.134
H 2.87 0.33 2.54 0.371
H -2.82 1.19 0.87 0.347
H 2.81 -4.57 2.65 0.321
H 1.76 -3.48 -0.49 0.342
H -2.83 3.67 1.19 0.318
H -1.23 4.31 -2.66 0.387
H 1.05 -1.16 -1.10 0.467
H 3.48 -1.89 3.09 0.315
H -1.27 -0.30 -2.24 0.368
H -3.39 -1.02 -0.10 0.275
```

---

Relative energies, unit kcal/mol: <i> 5.8; <ii> 0.0

---

<i>
C2H8N2O2 | wB97M-V/def2-TZVPD

Computed properties:
- Molecular weight: 92.10 u
- SMILES string: NC=O.NCO
- LUMO: 1.01 eV
- E_HOMO: -9.9 eV
- Orbital gap: 10.90 eV

The geometry in XYZ format:
```
14
Properties=species:S:1:pos:R:3:mulliken_charge:R:1
O 0.64 0.08 2.02 -0.482
O 0.37 0.58 -1.44 -0.584
N -1.70 1.49 -0.56 -0.562
N 1.37 -1.53 0.61 -0.315
C -1.06 0.41 -1.17 -0.172
C 1.10 -1.03 1.85 0.026
H -1.79 2.37 -1.03 0.229
H 0.66 1.25 -0.82 0.288
H 1.10 -1.71 2.70 0.357
H -1.31 1.73 0.34 0.264
H -1.47 0.09 -2.13 0.303
H -1.11 -0.50 -0.56 0.214
H 0.95 -1.25 -0.25 0.224
H 2.26 -1.98 0.45 0.209
```

---

<ii>
C2H8N2O2 | wB97M-V/def2-TZVPD

Computed properties:
- Molecular weight: 92.10 u
- SMILES string: O=CO.NCN
- LUMO: 0.93 eV
- E_HOMO: -9.3 eV
- Orbital gap: 10.28 eV

The geometry in XYZ format:
```
14
Properties=species:S:1:pos:R:3:mulliken_charge:R:1
O 1.60 -1.07 -1.46 -0.478
O 0.90 -1.89 0.51 -0.499
N -1.13 -0.32 -0.26 -0.593
N -0.25 1.43 1.07 -0.490
C 1.84 -1.50 -0.37 0.172
C -0.65 1.04 -0.27 -0.446
H -0.98 1.12 1.70 0.189
H 0.01 2.40 1.19 0.204
H -1.47 1.68 -0.64 0.334
H 0.14 1.18 -1.00 0.348
H -0.94 -0.85 -1.10 0.237
H 0.23 -1.18 0.68 0.447
H 2.83 -1.66 0.07 0.363
H -2.13 -0.38 -0.11 0.211
```

---

<iii>
C2H8N2O2 | wB97M-V/def2-TZVPD

Computed properties:
- Molecular weight: 92.10 u
- SMILES string: CC(=O)NN.O
- LUMO: 0.82 eV
- E_HOMO: -9.8 eV
- Orbital gap: 10.65 eV

The geometry in XYZ format:
```
14
Properties=species:S:1:pos:R:3:mulliken_charge:R:1
O -0.81 0.69 2.57 -0.654
O -0.54 -1.04 0.41 -0.750
N -1.09 1.54 -0.43 -0.752
N -0.04 0.72 -0.89 0.044
C 0.15 -0.54 -0.47 0.804
C 1.28 -1.27 -1.15 -1.142
H -0.57 0.25 3.39 0.286
H 1.27 -1.12 -2.22 0.350
H 1.20 -2.33 -0.92 0.312
H -0.85 1.94 0.47 0.306
H -1.91 0.95 -0.28 0.307
H 2.22 -0.91 -0.75 0.290
H 0.52 1.13 -1.63 0.206
H -0.83 -0.01 1.89 0.393
```

---

<iv>
C2H8N2O2 | wB97M-V/def2-TZVPD

Computed properties:
- Molecular weight: 92.10 u
- SMILES string: CNC(N)=O.O
- LUMO: 0.63 eV
- E_HOMO: -10.0 eV
- Orbital gap: 10.66 eV

The geometry in XYZ format:
```
14
Properties=species:S:1:pos:R:3:mulliken_charge:R:1
O 2.86 0.98 -0.07 -0.640
O 0.26 0.69 1.16 -0.708
N -1.65 1.49 0.22 -0.481
N -0.81 -0.60 -0.39 -0.172
C -0.67 0.52 0.38 0.594
C 0.09 -1.73 -0.16 -0.821
H -0.52 -2.63 -0.06 0.290
H 2.60 0.58 -0.88 0.287
H 0.77 -1.87 -1.00 0.272
H -2.60 1.15 0.17 0.208
H 0.73 -1.46 0.68 0.350
H -1.55 2.35 0.74 0.245
H 1.98 1.18 0.34 0.371
H -1.49 -0.63 -1.12 0.205
```

---

Relative energies, unit kcal/mol: <i> 28.4; <ii> 24.7; <iii> 18.9; <iv> 0.0